[1]
{
  "formula": "C34H29N3PPdSTe",
  "method": "ωB97M-V with the def2-TZVPD basis set",
  "energy_ha": -2611.62560,
  "multiplicity": 5,
  "homo_ev": [-13.76, -13.85],
  "charge": 3,
  "de_lowest_kcal_mol": 46.29,
  "s2": 6.0393,
  "elements": ["Pd", "N", "C", "C", "C", "C", "C", "C", "N", "C", "C", "C", "S", "C", "N", "H", "H", "H", "H", "H", "H", "H", "C", "C", "C", "C", "C", "C", "P", "C", "C", "C", "C", "C", "C", "C", "C", "C", "C", "C", "C", "C", "C", "C", "C", "H", "H", "H", "H", "H", "H", "H", "H", "H", "H", "H", "H", "H", "H", "H", "H", "C", "Te", "C", "H", "H", "H", "H", "H", "H"],
  "coordinates": [[15.862, 12.620, 9.491], [18.694, 10.655, 12.085], [19.274, 10.230, 10.918], [20.439, 9.539, 10.800], [20.910, 9.421, 9.484], [20.134, 9.786, 8.379], [18.926, 10.512, 8.493], [18.535, 10.761, 9.873], [17.522, 11.550, 10.349], [17.649, 11.445, 11.710], [16.759, 12.219, 12.620], [16.837, 12.471, 13.883], [15.363, 13.279, 14.408], [14.862, 13.301, 12.767], [15.702, 12.734, 11.912], [19.019, 10.360, 13.025], [20.975, 9.243, 11.674], [21.832, 8.854, 9.316], [20.661, 9.509, 7.489], [18.280, 11.063, 7.764], [17.618, 12.357, 14.600], [13.923, 13.754, 12.563], [10.610, 10.346, 10.911], [11.911, 10.421, 11.348], [12.838, 10.980, 10.483], [12.480, 11.486, 9.239], [11.163, 11.289, 8.789], [10.227, 10.738, 9.633], [13.779, 12.304, 8.302], [13.845, 11.528, 6.668], [14.390, 12.226, 5.591], [14.672, 11.657, 4.393], [14.260, 10.337, 4.166], [13.653, 9.611, 5.193], [13.540, 10.203, 6.469], [13.189, 13.968, 8.263], [11.977, 14.328, 7.693], [11.494, 15.646, 7.687], [12.325, 16.601, 8.271], [13.578, 16.294, 8.809], [14.474, 17.265, 9.309], [15.692, 16.889, 9.770], [16.175, 15.609, 9.796], [15.293, 14.560, 9.322], [14.019, 14.942, 8.820], [9.814, 9.836, 11.480], [12.201, 9.918, 12.252], [13.849, 11.014, 10.761], [10.890, 11.510, 7.731], [9.247, 10.515, 9.211], [14.613, 13.287, 5.651], [15.144, 12.263, 3.637], [14.458, 9.804, 3.243], [13.305, 8.570, 5.054], [13.214, 9.555, 7.300], [11.332, 13.693, 7.093], [10.579, 15.947, 7.226], [11.996, 17.616, 8.220], [14.194, 18.301, 9.243], [16.383, 17.669, 10.107], [17.171, 15.358, 10.085], [15.710, 5.431, 7.326], [15.809, 5.065, 9.411], [13.676, 4.901, 9.570], [15.889, 4.441, 6.855], [16.450, 6.191, 7.050], [14.749, 5.863, 7.074], [13.189, 5.882, 9.456], [13.322, 4.565, 10.558], [13.367, 4.258, 8.694]],
  "forces_ev_per_a": [[-0.6, -0.4, 0.1], [-0.9, 0.3, 0.5], [1.3, -0.8, 1.6], [-0.2, 0.7, -0.5], [-0.1, -1.5, 1.0], [-1.4, 1.4, -0.7], [0.9, 0.1, 0.7], [-1.2, 1.2, -1.8], [1.9, -1.8, 0.5], [0.0, 1.0, 1.8], [1.1, -1.7, -5.8], [-1.2, 1.4, 4.7], [1.3, -0.4, -0.9], [1.3, -0.7, -0.2], [-2.2, 0.5, 0.9], [-0.6, 0.6, -0.9], [0.5, -0.3, 0.3], [-0.2, 0.5, 0.0], [-0.6, 0.4, -1.0], [1.0, -1.1, 0.1], [0.4, -0.5, 0.2], [-0.6, 0.3, -0.7], [-1.8, -1.0, 0.2], [-0.2, -0.2, -0.6], [-0.8, 0.2, -0.1], [-0.2, -0.9, 0.1], [0.4, 0.5, -1.2], [0.2, -0.1, -0.5], [-0.1, -0.4, 0.4], [0.4, 0.5, 0.0], [0.2, 1.5, 0.6], [-0.5, -1.1, -0.8], [0.1, -0.7, 0.3], [0.3, 0.2, 0.6], [-0.5, -1.7, 0.0], [-1.5, 0.3, -1.3], [-0.6, 0.0, -0.8], [2.3, 0.7, 1.3], [-1.3, -0.5, -0.9], [0.7, -0.2, 0.4], [-0.7, -0.3, -0.4], [1.2, 2.2, 0.5], [-2.4, -3.7, -1.4], [1.4, 3.1, 0.6], [0.6, -0.1, 0.4], [0.7, 0.4, 0.1], [0.1, 0.2, 0.4], [1.3, 0.1, 0.4], [0.2, 0.0, 1.0], [0.1, 0.2, 0.5], [0.0, 0.0, 0.5], [0.0, -0.1, -0.3], [-0.1, 0.4, -0.2], [0.3, 0.8, 0.0], [-0.1, 0.5, -0.4], [0.4, -0.7, 0.4], [-0.4, -0.1, -0.2], [0.0, 0.6, 0.2], [0.0, 0.2, 0.2], [-0.3, -0.1, -0.1], [0.5, 0.1, 0.4], [0.4, -0.1, -0.2], [-1.0, 0.0, -0.1], [-0.7, -0.1, -0.4], [-0.1, 0.8, 0.0], [0.2, -0.5, 0.1], [-0.3, -0.3, 0.1], [0.6, 0.0, -0.3], [0.5, -0.4, -0.5], [0.3, 0.5, 1.2]],
  "lowdin_charge": [0.7688, 0.2139, -0.1927, 0.0678, 0.0327, -0.0117, 0.1020, -0.1651, 0.0804, -0.1280, -0.3478, -0.2593, 1.1649, -0.3694, -0.0061, 0.2153, 0.1370, 0.1489, 0.1218, 0.1409, 0.0964, 0.0926, -0.0681, -0.0753, -0.1302, -0.3548, -0.0765, -0.0576, 1.0389, -0.3573, -0.1037, -0.0619, -0.0486, -0.0663, -0.1097, -0.3347, -0.0568, -0.0199, 0.0119, -0.1554, -0.0035, -0.1042, -0.0988, -0.2015, -0.2306, 0.1267, 0.1048, 0.0380, 0.1258, 0.1245, 0.1196, 0.1191, 0.1145, 0.1139, 0.1070, 0.1107, 0.1133, 0.1205, 0.1267, 0.1243, 0.0780, -0.3804, 1.5369, -0.3727, 0.0488, 0.0211, 0.0193, 0.0310, 0.0334, 0.0562]
}

[2]
{
  "formula": "C34H30AuBr2NO3P2S",
  "method": "ωB97M-V with the def2-TZVPD basis set",
  "energy_ha": -7958.05702,
  "multiplicity": 3,
  "homo_ev": [-13.58, -14.22],
  "charge": 2,
  "de_lowest_kcal_mol": 0.00,
  "s2": 2.0195,
  "elements": ["Au", "Br", "C", "Br", "H", "H", "C", "C", "P", "C", "C", "C", "C", "C", "C", "C", "C", "C", "C", "C", "C", "P", "C", "C", "C", "C", "C", "C", "C", "C", "C", "C", "C", "C", "H", "H", "H", "H", "H", "H", "H", "H", "H", "H", "H", "H", "H", "H", "H", "H", "H", "H", "H", "H", "H", "H", "H", "H", "O", "C", "N", "S", "O", "O", "C", "C", "C", "C", "C", "C", "H", "H", "H", "H"],
  "coordinates": [[-0.331, -0.474, -0.586], [-0.777, -1.180, -3.649], [0.114, -2.619, -4.441], [1.916, -2.992, -3.726], [0.259, -2.378, -5.501], [-0.510, -3.506, -4.220], [-0.260, 2.131, 1.314], [1.119, 1.456, 1.786], [1.613, 0.082, 0.654], [3.066, 0.630, -0.207], [4.193, 0.935, 0.589], [5.325, 1.421, -0.036], [5.272, 1.779, -1.379], [4.189, 1.516, -2.180], [3.144, 0.807, -1.600], [2.057, -1.288, 1.659], [1.378, -1.468, 2.911], [1.870, -2.409, 3.821], [2.981, -3.188, 3.479], [3.537, -3.075, 2.258], [3.129, -2.152, 1.322], [-0.803, 1.873, -0.406], [0.157, 2.917, -1.462], [-0.161, 2.994, -2.835], [0.560, 3.815, -3.716], [1.522, 4.682, -3.220], [1.841, 4.622, -1.853], [1.231, 3.718, -1.023], [-2.501, 2.421, -0.340], [-2.692, 3.766, -0.070], [-3.940, 4.255, 0.311], [-5.049, 3.418, 0.272], [-4.880, 2.054, -0.186], [-3.623, 1.567, -0.444], [-0.244, 3.179, 1.555], [-1.073, 1.642, 1.902], [0.977, 1.082, 2.801], [1.909, 2.197, 1.903], [4.099, 0.634, 1.620], [6.274, 1.652, 0.533], [6.118, 2.285, -1.820], [4.199, 1.784, -3.233], [2.378, 0.407, -2.269], [0.442, -0.916, 3.112], [1.460, -2.368, 4.881], [3.356, -3.898, 4.229], [4.391, -3.718, 1.937], [3.606, -2.050, 0.358], [-0.998, 2.312, -3.161], [0.241, 3.841, -4.729], [2.074, 5.374, -3.862], [2.636, 5.230, -1.397], [1.597, 3.690, -0.006], [-1.794, 4.419, -0.115], [-3.992, 5.305, 0.590], [-6.066, 3.769, 0.515], [-5.761, 1.408, -0.321], [-3.462, 0.459, -0.732], [-2.881, -0.907, 1.637], [-2.397, -1.933, 1.137], [-1.429, -2.032, 0.162], [-0.988, -3.682, -0.022], [0.204, -4.069, 0.691], [-1.083, -4.019, -1.426], [-2.383, -4.268, 0.866], [-2.923, -5.577, 0.860], [-4.140, -5.739, 1.540], [-4.761, -4.638, 2.112], [-4.173, -3.399, 2.169], [-2.999, -3.204, 1.437], [-2.356, -6.440, 0.527], [-4.620, -6.729, 1.413], [-5.685, -4.721, 2.712], [-4.697, -2.494, 2.600]],
  "forces_ev_per_a": [[0.5, 0.8, -0.6], [-0.5, 1.3, 0.8], [0.9, -1.7, -0.2], [-0.8, 0.3, -0.1], [-0.2, -0.3, 0.4], [0.6, 0.5, -0.5], [0.8, -1.5, 1.0], [-1.4, 0.5, -0.5], [0.3, 0.3, 0.0], [1.0, 0.2, -1.0], [-0.7, -0.6, -0.7], [1.1, 0.8, 1.1], [0.7, 0.5, 0.0], [-0.1, -0.7, 0.3], [-1.0, 0.1, -0.1], [0.0, -1.1, 1.4], [0.3, -0.4, -0.8], [-0.6, 1.2, 1.0], [-1.1, -0.3, 2.3], [2.2, -1.1, -2.3], [-1.3, 1.2, 0.3], [0.2, 0.2, 0.6], [0.7, 0.8, -1.2], [-0.6, -1.1, 0.2], [-0.9, -0.1, 1.1], [0.5, -0.1, 0.5], [0.7, 0.2, -0.3], [-0.5, -0.3, 0.6], [-1.0, -0.5, -0.6], [1.0, 0.5, 0.3], [0.0, 0.1, -0.2], [0.0, -1.5, -0.8], [-0.9, 1.4, 0.6], [1.1, -1.8, -0.4], [-0.2, 0.5, 0.0], [0.4, 0.5, -0.4], [-0.1, -0.2, -0.2], [0.2, 0.0, -0.5], [0.6, 0.4, 0.4], [-1.3, -0.5, -0.6], [0.2, 0.0, 0.0], [-0.1, -0.2, 0.2], [-0.2, 0.3, 0.4], [0.8, -0.2, 0.1], [0.4, -0.6, -1.6], [0.0, 0.3, -0.5], [-0.8, 0.4, 0.6], [0.2, -0.1, 0.0], [1.0, 1.0, -0.1], [0.0, 0.0, -0.8], [-0.4, -0.2, 0.1], [-0.4, -0.1, -0.6], [-0.2, -0.1, 0.2], [-0.9, -0.2, 0.2], [-0.3, -0.2, 0.0], [0.7, -0.1, -0.1], [0.5, 0.4, 0.2], [-0.4, 2.0, 0.5], [2.0, -0.7, -1.3], [-2.7, 2.1, 1.8], [0.3, -0.7, -0.3], [0.7, -2.9, -0.6], [-0.5, 1.3, -0.5], [0.0, 1.0, 1.1], [0.0, -1.6, -1.1], [0.3, 0.8, 1.1], [0.6, -0.7, -1.7], [-1.0, 0.1, 1.9], [-0.5, 1.9, -0.5], [-1.0, -0.8, 1.0], [-0.2, 0.2, -0.4], [0.2, 0.7, 0.7], [0.4, -0.4, -0.8], [0.7, -1.4, -0.4]],
  "lowdin_charge": [0.7201, 0.6209, -1.0479, 0.5616, 0.0146, 0.0130, -0.3224, -0.2827, 0.9318, -0.3804, -0.0799, -0.0482, -0.0620, -0.0582, -0.0875, -0.3821, -0.0874, -0.0482, -0.0572, -0.0765, -0.0615, 0.9301, -0.3787, -0.0666, -0.0435, -0.0249, -0.0550, -0.0927, -0.3779, -0.0884, -0.0546, -0.0171, -0.0507, -0.1043, 0.0871, 0.1020, 0.0752, 0.0891, 0.1119, 0.1424, 0.1185, 0.1234, 0.0914, 0.1082, 0.1420, 0.1325, 0.1413, 0.1175, 0.1196, 0.1075, 0.1266, 0.1287, 0.1024, 0.1253, 0.1206, 0.1246, 0.1211, 0.1197, 0.0979, -0.4743, -0.1067, 0.6724, -0.2369, -0.2656, -0.2075, 0.0196, -0.0131, -0.0370, 0.0282, -0.1782, 0.1337, 0.1393, 0.1366, 0.1576]
}

[3]
{
  "formula": "C34H30BF2N3O6PV",
  "method": "ωB97M-V with the def2-TZVPD basis set",
  "energy_ha": -3439.52886,
  "multiplicity": 4,
  "homo_ev": [-2.59, -4.16],
  "charge": -1,
  "s2": 3.8255,
  "elements": ["V", "O", "C", "C", "O", "O", "C", "C", "C", "C", "C", "C", "C", "C", "C", "C", "C", "C", "H", "H", "H", "H", "H", "H", "H", "H", "H", "H", "H", "N", "N", "C", "O", "O", "H", "H", "H", "O", "N", "C", "C", "C", "C", "C", "C", "C", "P", "C", "C", "C", "C", "C", "C", "C", "C", "C", "C", "C", "C", "H", "H", "H", "H", "H", "H", "H", "H", "H", "H", "H", "H", "H", "H", "H", "H", "F", "B", "F"],
  "coordinates": [[-0.747, 0.627, -0.887], [-0.477, 1.035, 1.256], [-0.054, 2.376, 1.585], [0.470, 3.103, 0.319], [0.934, 4.206, 0.410], [0.354, 2.457, -0.835], [1.118, 2.271, 2.550], [1.860, 1.100, 2.622], [2.951, 1.021, 3.479], [3.311, 2.110, 4.255], [2.580, 3.289, 4.170], [1.490, 3.370, 3.320], [-1.257, 3.110, 2.164], [-2.026, 3.980, 1.403], [-3.182, 4.532, 1.937], [-3.578, 4.221, 3.228], [-2.816, 3.347, 3.991], [-1.662, 2.795, 3.460], [-1.425, 0.926, 1.479], [1.593, 0.253, 2.005], [3.520, 0.101, 3.526], [4.163, 2.047, 4.921], [2.864, 4.148, 4.765], [0.925, 4.289, 3.243], [-1.761, 4.209, 0.380], [-3.779, 5.194, 1.324], [-4.483, 4.652, 3.637], [-3.121, 3.091, 4.998], [-1.064, 2.113, 4.053], [-1.324, 0.555, -3.017], [-2.368, 1.473, -3.260], [-2.737, 2.361, -2.225], [-3.490, 3.281, -2.505], [-2.307, 2.037, -1.054], [-0.476, 0.792, -3.526], [-1.632, -0.375, -3.280], [-2.416, 1.866, -4.185], [-3.167, 0.239, 0.652], [-2.325, -0.594, -0.157], [-2.911, -1.749, -0.428], [-2.231, -2.855, -0.979], [-3.003, -4.040, -1.191], [-2.449, -5.224, -1.577], [-1.052, -5.321, -1.781], [-0.293, -4.185, -1.624], [-0.828, -2.936, -1.276], [0.316, -1.519, -1.183], [1.289, -1.712, -2.733], [0.731, -2.342, -3.843], [1.400, -2.370, -5.060], [2.646, -1.776, -5.184], [3.207, -1.134, -4.089], [2.529, -1.088, -2.881], [1.388, -2.053, 0.206], [0.761, -2.023, 1.453], [1.449, -2.391, 2.597], [2.775, -2.798, 2.512], [3.401, -2.841, 1.276], [2.710, -2.471, 0.128], [-3.249, 1.052, 0.110], [-3.962, -1.845, -0.170], [-4.070, -3.985, -1.005], [-3.084, -6.093, -1.707], [-0.590, -6.259, -2.059], [0.778, -4.255, -1.794], [-0.230, -2.833, -3.756], [0.943, -2.865, -5.907], [3.171, -1.799, -6.131], [4.166, -0.638, -4.176], [2.956, -0.521, -2.066], [-0.272, -1.700, 1.529], [0.948, -2.352, 3.556], [3.317, -3.081, 3.406], [4.431, -3.164, 1.197], [3.215, -2.525, -0.826], [1.538, 1.595, -2.715], [1.265, 1.286, -1.389], [2.431, 1.201, -0.645]],
  "forces_ev_per_a": [[-0.2, 0.6, -0.1], [-0.2, 0.0, -0.4], [-0.1, 0.0, 0.0], [0.1, 0.0, 0.0], [0.0, 0.0, 0.1], [0.0, -0.3, -0.2], [0.0, 0.1, 0.0], [0.0, 0.0, 0.0], [0.0, 0.0, 0.0], [0.0, 0.0, 0.0], [0.0, 0.0, 0.0], [0.0, 0.0, 0.0], [0.1, 0.0, 0.1], [-0.1, 0.0, 0.0], [0.0, 0.0, 0.0], [0.0, 0.0, 0.0], [0.0, 0.0, 0.0], [0.0, 0.0, 0.0], [0.0, 0.0, 0.1], [0.0, 0.1, 0.1], [0.0, 0.0, 0.0], [0.0, 0.0, 0.0], [0.0, 0.0, 0.0], [0.0, 0.0, 0.0], [0.0, 0.0, 0.0], [0.0, 0.0, 0.0], [0.0, 0.0, 0.0], [0.0, 0.0, 0.0], [0.0, 0.0, 0.0], [0.1, 0.1, 0.1], [0.1, 0.0, 0.0], [-0.4, -0.2, 0.2], [0.2, 0.0, -0.1], [0.1, 0.0, 0.0], [0.0, 0.0, 0.0], [0.0, 0.0, -0.1], [0.0, 0.0, 0.0], [0.0, -0.1, 0.1], [0.1, 0.0, 0.1], [0.2, 0.1, -0.1], [-0.2, -0.1, 0.0], [0.0, 0.0, 0.0], [0.0, 0.0, 0.0], [-0.1, 0.0, 0.0], [0.1, -0.1, 0.0], [0.1, 0.0, 0.0], [-0.3, -0.3, 0.0], [0.0, 0.1, 0.1], [0.0, -0.1, -0.1], [0.0, 0.0, 0.0], [0.0, 0.0, 0.0], [0.0, 0.0, 0.0], [0.0, 0.0, 0.0], [0.0, 0.1, -0.1], [0.0, -0.1, 0.1], [0.0, -0.1, 0.0], [0.0, 0.0, 0.0], [0.0, 0.0, 0.0], [0.0, 0.0, 0.0], [0.0, 0.0, 0.0], [0.0, 0.0, 0.0], [0.0, 0.0, 0.0], [0.0, 0.0, 0.0], [0.0, 0.0, 0.0], [0.0, 0.0, 0.0], [0.0, 0.0, 0.0], [0.0, 0.0, 0.0], [0.0, 0.0, 0.0], [0.0, 0.0, 0.0], [0.0, -0.1, 0.1], [0.0, 0.0, -0.1], [0.0, 0.0, 0.0], [0.0, 0.0, 0.0], [0.0, 0.0, 0.0], [0.0, 0.0, -0.1], [0.0, 0.0, -0.1], [0.1, 0.1, 0.2], [0.0, 0.0, 0.1]],
  "lowdin_charge": [0.6421, -0.0517, -0.2687, -0.4349, 0.1642, 0.0329, -0.1365, 0.0036, -0.0669, -0.0989, -0.0811, -0.0253, -0.1411, 0.0018, -0.0589, -0.0919, -0.0801, -0.0238, 0.0989, 0.0932, 0.0958, 0.0939, 0.0972, 0.1238, 0.1225, 0.1073, 0.0966, 0.0982, 0.1264, 0.0021, 0.0205, -0.6834, 0.0253, -0.1310, 0.1038, 0.1035, 0.1302, -0.1038, -0.1636, -0.1352, -0.2332, -0.0755, -0.1196, -0.1167, -0.1430, -0.3059, 1.0671, -0.3213, -0.1001, -0.0888, -0.0968, -0.0734, -0.1087, -0.3057, -0.1049, -0.0912, -0.1056, -0.0862, -0.0716, 0.0628, 0.1150, 0.0998, 0.0889, 0.0840, 0.1048, 0.0997, 0.0978, 0.0954, 0.1051, 0.0949, 0.1063, 0.1065, 0.0966, 0.0978, 0.0943, 0.1051, -0.8987, 0.1181]
}